Here is a molecular structure, C33H60BN8STi from the OMol25 dataset. Energies are from the ωB97M-V functional and the def2-TZVPD basis.

Its total charge is +1. Its spin multiplicity is 3. As for the LUMO energy (spin up / spin down): -2.0 / -2.0 eV. The energy above the lowest of the compared OMol25 structures with the same formula, charge and spin comes out at 0.0 kcal/mol. The value obtained for the total energy is -3003.90274 Ha.

Element x y z (Å)
Ti -0.886 0.218 0.844
C -3.087 2.423 0.836
C -3.669 1.238 0.015
N -3.170 -0.048 0.447
C -3.888 -0.633 1.631
C -3.615 -0.030 3.013
S -1.836 0.335 3.345
C -1.806 2.136 3.601
C -1.238 2.927 2.414
N -1.630 2.327 1.133
H -3.632 2.469 1.799
H -3.404 3.352 0.387
H -3.334 1.368 -1.032
H -4.777 1.321 0.057
H -3.179 -0.718 -0.297
H -3.445 -1.653 1.657
H -4.965 -0.890 1.327
H -3.933 -0.709 3.791
H -4.081 0.961 3.174
H -1.265 2.461 4.445
H -2.889 2.404 3.759
H -0.133 2.975 2.609
H -1.582 3.981 2.487
H -1.151 2.865 0.408
C -1.499 4.643 -1.955
C -1.524 3.159 -2.312
C -1.841 2.993 -3.810
C -0.311 2.376 -1.981
C 0.992 2.683 -2.467
C 1.741 1.517 -2.101
C 3.204 1.455 -2.162
C 3.730 2.158 -0.916
C 3.802 2.054 -3.460
N 0.883 0.613 -1.591
N -0.363 1.166 -1.483
B 1.299 -0.817 -1.130
N 1.976 -0.585 0.200
N 1.353 0.176 1.181
C 2.146 0.123 2.296
C 3.186 -0.769 2.038
C 3.096 -1.192 0.738
C 3.962 -2.207 0.070
C 3.070 -3.345 -0.453
C 4.887 -1.645 -1.018
C 1.719 0.660 3.696
C 2.797 1.694 4.174
C 1.543 -0.365 4.726
N 0.027 -1.713 -0.901
N -0.444 -2.035 0.317
C -1.304 -3.060 0.258
C -1.458 -3.339 -1.112
C -0.674 -2.468 -1.810
C -0.656 -2.255 -3.314
C -1.030 -3.501 -4.095
C -1.443 -1.060 -3.844
C -1.728 -3.857 1.462
C -1.202 -3.283 2.795
C -3.234 -4.259 1.520
H -2.406 5.117 -2.315
H -0.679 5.217 -2.523
H -1.421 4.776 -0.935
H -2.332 2.784 -1.760
H -0.960 3.218 -4.407
H -2.703 3.612 -4.024
H -2.100 1.981 -4.098
H 1.439 3.565 -2.924
H 3.564 0.427 -2.036
H 3.584 3.189 -0.876
H 4.806 1.954 -0.854
H 3.268 1.866 0.011
H 3.412 3.073 -3.557
H 3.494 1.558 -4.382
H 4.849 2.204 -3.536
H 2.027 -1.283 -1.914
H 4.012 -0.857 2.735
H 4.616 -2.581 0.830
H 2.343 -2.997 -1.221
H 2.629 -3.884 0.417
H 3.737 -4.111 -0.917
H 4.412 -1.449 -1.965
H 5.728 -2.292 -1.217
H 5.374 -0.720 -0.735
H 0.803 1.253 3.457
H 3.787 1.224 4.309
H 2.490 2.197 5.115
H 2.948 2.472 3.420
H 2.498 -0.848 4.915
H 0.796 -1.097 4.453
H 1.285 0.167 5.666
H -2.113 -4.027 -1.529
H 0.389 -2.008 -3.591
H -2.107 -3.607 -4.081
H -0.523 -4.433 -3.716
H -0.839 -3.327 -5.155
H -1.093 -0.123 -3.372
H -2.494 -1.069 -3.650
H -1.165 -0.920 -4.969
H -1.225 -4.782 1.328
H -1.680 -3.715 3.707
H -1.531 -2.244 2.776
H -0.151 -3.286 2.898
H -3.901 -3.391 1.516
H -3.438 -4.640 2.509
H -3.536 -4.959 0.785

Cartesian forces (eV/Å) of the 3 atoms listed first:
0.45 -0.31 -0.06
-0.88 -0.74 1.33
0.26 1.18 -0.78